No. 1
Molecular formula: C22H68O20
Method: DFT, the ωB97M-V functional and the def2-TZVPD basis

Each line ends with the Mulliken charge.
Atoms and positions in Å:
C (18.2604, 6.5362, 19.9255)  -0.87
O (18.2885, 7.9467, 20.2744)  -0.57
H (18.5066, 6.3476, 18.8805)  0.25
H (18.9612, 6.0407, 20.5974)  0.59
H (17.2799, 6.1010, 20.1184)  0.64
H (17.8069, 8.1408, 21.0819)  0.37
C (22.4656, 7.8792, 17.1045)  -0.96
O (23.7324, 7.9552, 17.6287)  -0.57
H (21.9319, 8.8270, 17.1757)  0.22
H (22.3010, 7.4387, 16.1212)  0.45
H (21.9163, 7.1410, 17.6887)  0.15
H (24.4740, 8.0323, 17.0240)  0.50
C (22.0140, 4.7545, 24.0591)  -1.44
C (22.8183, 4.9864, 22.8393)  0.95
O (23.8943, 4.1716, 22.9552)  -0.68
O (21.5499, 3.3967, 24.0025)  -0.82
H (21.1673, 5.4281, 23.9273)  0.37
H (22.4880, 5.0448, 24.9967)  0.42
H (23.2820, 5.9711, 22.8981)  -0.57
H (22.3890, 4.8207, 21.8512)  -1.17
H (23.5284, 3.2882, 23.0417)  0.56
H (20.6083, 3.5268, 23.8684)  0.47
C (21.5725, 7.9677, 23.1587)  0.68
C (22.8547, 8.2818, 23.9840)  -0.27
O (22.5598, 8.3661, 25.3668)  -0.66
O (20.9203, 6.8056, 23.5487)  -0.57
H (21.8437, 7.8289, 22.1121)  -0.94
H (20.7772, 8.7130, 23.1664)  0.58
H (23.1693, 9.2222, 23.5315)  0.43
H (23.6750, 7.5726, 23.8733)  0.04
H (22.8051, 7.5864, 25.8703)  0.38
H (20.5137, 6.8865, 24.4146)  0.56
C (19.8937, 2.2966, 21.4296)  -1.33
C (20.6404, 3.6781, 21.6449)  1.03
O (20.0106, 4.3078, 22.6988)  -0.47
O (18.5742, 2.4619, 20.9512)  -0.54
H (19.8865, 1.6413, 22.3006)  0.43
H (20.5528, 1.8252, 20.7006)  0.32
H (20.6025, 4.3220, 20.7662)  -1.28
H (21.7018, 3.4716, 21.7826)  1.08
H (19.2317, 4.8405, 22.5222)  0.24
H (18.0270, 3.0377, 21.4902)  0.35
C (26.9027, 7.1712, 21.1460)  -1.20
C (25.5090, 6.7443, 20.8332)  0.36
O (24.8393, 6.5163, 22.0328)  -0.65
O (26.8227, 8.3926, 21.8771)  -0.58
H (27.4660, 7.3176, 20.2245)  0.46
H (27.4316, 6.3920, 21.6949)  0.36
H (25.4333, 5.7667, 20.3571)  -0.92
H (25.0108, 7.6278, 20.4340)  -0.34
H (25.1667, 7.2549, 22.5514)  0.37
H (27.3660, 9.0593, 21.4506)  0.37
C (24.5067, 5.5919, 17.5964)  0.51
C (25.9990, 5.9546, 17.5938)  -1.16
O (26.7310, 4.7946, 18.0247)  -0.64
O (24.2370, 4.4218, 16.8762)  -0.92
H (23.9555, 6.3287, 17.0121)  0.65
H (24.0012, 5.6308, 18.5614)  1.04
H (26.2325, 6.8254, 18.2065)  0.34
H (26.2855, 6.1889, 16.5685)  0.34
H (26.6020, 3.9997, 17.5021)  0.41
H (24.1807, 3.7221, 17.5310)  0.41
C (18.5941, 9.0762, 17.5982)  -0.91
C (19.9793, 8.5992, 17.9466)  0.38
O (20.2578, 8.6837, 19.2922)  -0.38
O (17.6847, 8.1188, 17.9230)  -0.75
H (18.4633, 9.3507, 16.5514)  0.37
H (18.1747, 9.8529, 18.2376)  0.34
H (20.7051, 9.2253, 17.4278)  0.47
H (20.1058, 7.5744, 17.5973)  -0.18
H (19.6436, 8.0984, 19.7415)  0.41
H (17.8465, 7.9006, 18.8438)  0.37
C (23.1401, 9.7185, 19.3722)  1.87
C (24.5633, 9.3165, 19.9004)  1.06
O (25.4890, 10.4128, 19.9628)  -0.68
O (22.6661, 10.6456, 20.3341)  -0.71
H (22.4677, 8.8802, 19.1896)  -0.84
H (23.2770, 10.2321, 18.4205)  0.32
H (24.8982, 8.5026, 19.2574)  -0.69
H (24.4775, 8.8580, 20.8855)  0.12
H (25.1786, 11.1253, 20.5263)  0.39
H (22.0114, 10.3038, 20.9474)  0.34
C (23.3915, 3.7547, 20.1664)  1.75
C (24.8009, 3.5442, 19.6255)  -0.94
O (24.6796, 3.2145, 18.2364)  -0.45
O (22.7088, 2.4856, 20.1527)  -0.72
H (22.8600, 4.5568, 19.6543)  -0.39
H (23.3590, 4.1826, 21.1684)  -1.47
H (25.2492, 2.8540, 20.3402)  0.49
H (25.4434, 4.4193, 19.7229)  0.56
H (24.0913, 2.4567, 18.2019)  0.55
H (22.0090, 2.5907, 19.5040)  0.52
C (22.9333, 6.8469, 20.0652)  2.74
C (21.4063, 6.7287, 20.1231)  -3.66
O (21.1441, 5.3974, 20.6517)  0.07
H (23.4950, 6.7853, 20.9972)  0.74
H (23.0826, 7.7720, 19.5085)  -1.55
H (23.3104, 6.0284, 19.4520)  -0.31
H (20.8522, 6.9163, 19.2034)  0.86
H (21.0298, 7.4436, 20.8548)  3.05
H (20.1892, 5.3698, 20.7473)  -0.99
C (19.6514, 3.6112, 18.6169)  -0.46
C (20.5631, 4.4854, 17.7045)  -0.43
O (21.7248, 4.7568, 18.3717)  0.02
H (18.6946, 3.4364, 18.1250)  0.49
H (19.6203, 4.1631, 19.5564)  0.84
H (20.0692, 2.6440, 18.8963)  0.43
H (20.1646, 5.4518, 17.3958)  0.06
H (20.8623, 4.0395, 16.7559)  0.35
H (21.5431, 5.2790, 19.1565)  -0.98

For the total energy, the calculation gives -64838.3246 eV. The strongest force on any atom is 15.98 eV Å⁻¹. The highest occupied orbital energy is -7.795 eV.

***

No. 2
Molecular formula: C22H73N2O15
Method: DFT, the ωB97M-V functional and the def2-TZVPD basis

Each line ends with the Mulliken charge.
Atoms and positions in Å:
C (-0.7750, -0.1556, -0.0357)  2.49
C (0.0258, -0.3894, 1.2265)  -1.29
O (1.3675, -0.2404, 0.9486)  1.78
H (-1.7988, -0.3332, -0.1378)  -1.48
H (-0.3600, -0.4915, -0.9667)  -0.56
H (-0.6325, 0.9627, -0.1705)  -0.30
H (-0.0487, -1.3423, 1.6279)  1.18
H (-0.3729, 0.2779, 2.0413)  -0.66
C (-4.2804, 3.1694, -3.4125)  -1.20
C (-3.7456, 3.4107, -2.0834)  -0.29
O (-3.1218, 2.3572, -1.4158)  -0.11
H (-4.6966, 4.1910, -3.7116)  0.35
H (-5.1278, 2.5728, -3.3622)  0.34
H (-3.5425, 2.8165, -4.1955)  0.20
H (-4.5936, 3.7702, -1.4272)  0.32
H (-2.9781, 4.1861, -2.0658)  0.31
H (-3.0072, 2.6242, -0.4882)  0.04
C (-1.6534, -3.4530, -0.3848)  0.09
C (-0.2972, -4.0233, -0.3670)  -0.32
O (0.6340, -3.0830, -0.7387)  -0.36
H (-1.7391, -2.6539, 0.2978)  -0.40
H (-2.3651, -4.1703, -0.0623)  0.58
H (-1.8875, -2.9422, -1.3175)  -0.29
H (-0.0849, -4.8807, -1.0156)  0.39
H (-0.1588, -4.3873, 0.6614)  0.23
H (0.5180, -2.3803, -0.0680)  -0.17
C (4.8746, 0.1404, 0.9316)  -0.45
C (6.0403, 1.0465, 1.2895)  -0.51
O (7.2390, 0.3378, 0.9730)  -0.53
H (4.7216, -0.7405, 1.5211)  0.34
H (5.2173, -0.3171, -0.0521)  0.13
H (3.9620, 0.6176, 0.5518)  0.07
H (6.0885, 1.3287, 2.3434)  0.38
H (5.9095, 2.0525, 0.7924)  0.20
H (7.9532, 0.7264, 1.5340)  0.31
C (-2.4171, -0.8794, -3.2121)  -0.19
C (-2.8998, -0.8219, -4.6547)  -1.03
O (-3.8270, 0.2853, -4.7434)  -0.41
H (-1.8651, -1.7387, -3.0713)  0.21
H (-3.2953, -0.9334, -2.5720)  0.35
H (-1.7975, 0.0056, -2.8252)  0.01
H (-3.2798, -1.7446, -4.9814)  0.55
H (-2.0877, -0.5683, -5.2997)  0.26
H (-4.4699, -0.1798, -5.2827)  0.26
C (1.9779, -3.8809, 4.3731)  -1.54
C (1.3234, -2.9015, 3.4184)  0.96
O (2.1328, -2.8011, 2.2341)  -0.54
H (2.9849, -3.6309, 4.7207)  0.38
H (2.2347, -4.7956, 3.8536)  0.33
H (1.2452, -3.8774, 5.2382)  0.34
H (1.0918, -1.9178, 3.8437)  -0.16
H (0.3831, -3.3122, 3.1343)  -0.03
H (1.9474, -1.9943, 1.8316)  -0.11
C (-3.7358, -1.2555, 3.4276)  -1.67
C (-2.5641, -2.0261, 2.8478)  2.01
O (-3.0057, -3.3231, 2.7469)  -0.62
H (-4.0083, -1.5282, 4.4160)  0.39
H (-4.6469, -1.4337, 2.9179)  0.46
H (-3.6594, -0.2018, 3.1934)  0.29
H (-1.6210, -1.7683, 3.4537)  -0.09
H (-2.4596, -1.6230, 1.8966)  -1.16
H (-2.2816, -3.8489, 2.4519)  0.33
C (1.9996, 3.3924, 1.0223)  -0.11
O (3.3466, 3.1214, 0.9958)  -0.74
N (1.6219, 4.6020, 1.4415)  -0.26
N (1.1203, 2.5615, 0.5796)  3.40
H (2.4240, 5.1333, 1.8688)  0.32
H (0.6288, 4.8242, 1.6936)  0.19
H (1.3945, 1.5518, 0.5445)  -1.93
H (0.1169, 2.6940, 0.5913)  -0.22
C (3.9442, -2.7428, -0.6132)  0.05
O (3.1591, -3.2309, -1.6830)  -0.58
H (3.5482, -1.8487, -0.1054)  -0.51
H (4.9147, -2.3699, -1.0217)  0.35
H (4.1769, -3.4774, 0.2000)  0.21
H (2.2756, -3.1320, -1.4563)  0.39
C (1.7967, 0.9042, -2.3184)  -0.79
O (2.1950, -0.3353, -1.7223)  -0.42
H (0.7127, 1.0836, -2.3362)  0.25
H (2.1034, 0.7414, -3.3621)  0.41
H (2.3434, 1.7246, -1.7820)  0.21
H (1.8700, -0.3520, -0.8029)  -0.39
C (-1.7269, 2.8972, 2.2079)  -0.24
O (-1.5538, 3.3442, 0.9299)  -0.57
H (-1.7084, 1.7537, 2.1029)  -0.27
H (-2.6040, 3.2942, 2.7089)  0.41
H (-0.9272, 3.2974, 2.8304)  0.32
H (-1.7177, 4.2759, 0.7986)  0.25
C (0.8038, -2.1181, -3.6999)  0.35
O (0.9197, -2.6253, -5.0192)  -0.63
H (1.8699, -2.1696, -3.3722)  0.38
H (0.2992, -2.7467, -3.0275)  -0.32
H (0.3900, -1.0757, -3.6093)  -0.10
H (1.1546, -1.8688, -5.5985)  0.35
C (-4.6533, -0.0558, 0.3401)  -0.17
O (-4.9228, 0.2841, -1.0907)  -0.52
H (-4.6239, 0.8376, 1.0345)  0.17
H (-3.7174, -0.5764, 0.3620)  -0.17
H (-5.4047, -0.7487, 0.6992)  0.42
H (-4.2262, 0.7478, -1.4084)  0.13
C (1.2659, 1.2029, 3.9206)  -0.07
O (2.3784, 0.6836, 3.3099)  -0.66
H (1.4542, 1.7504, 4.8350)  0.34
H (0.6590, 0.2799, 4.1479)  0.00
H (0.7539, 1.8703, 3.1935)  -0.24
H (2.1727, 0.2579, 2.4645)  -0.02
C (1.7012, 4.2433, -2.5312)  -0.78
O (0.5580, 3.9482, -1.7077)  -0.55
H (1.7951, 3.5845, -3.3937)  0.29
H (2.6590, 3.9390, -2.0339)  0.26
H (1.7928, 5.3249, -2.8076)  0.27
H (0.7830, 3.4140, -0.9382)  0.19

For the total energy, the calculation gives -57684.5901 eV. As for the charge: -1. The strongest force on any atom is 8.17 eV Å⁻¹. The highest occupied orbital energy is -5.989 eV.

***

No. 3
Molecular formula: C22H76O16
Method: DFT, the ωB97M-V functional and the def2-TZVPD basis

Each line ends with the Mulliken charge.
Atoms and positions in Å:
C (-3.4597, -2.5845, -1.0619)  -0.49
O (-3.8316, -1.2586, -1.3226)  -0.52
H (-4.1654, -3.0868, -0.4030)  0.34
H (-3.4653, -3.1799, -1.9863)  0.28
H (-2.4389, -2.6526, -0.6730)  0.03
H (-3.3912, -0.9237, -2.1481)  0.44
C (1.3301, 5.0875, 1.8875)  -0.89
O (0.8069, 3.7624, 1.7689)  -0.39
H (1.5600, 5.5163, 0.9062)  0.28
H (0.6030, 5.6860, 2.4286)  0.31
H (2.2714, 5.0922, 2.4544)  0.26
H (1.4245, 3.2908, 1.1798)  0.28
C (-0.2899, -4.0871, 2.2055)  -0.62
O (-0.0188, -4.0991, 0.7903)  -0.49
H (-1.3579, -4.0029, 2.4093)  0.32
H (0.1445, -4.9676, 2.6807)  0.32
H (0.1757, -3.1944, 2.6228)  0.10
H (-0.5340, -4.8206, 0.4144)  0.26
C (3.1375, -0.1480, -2.8723)  0.31
O (4.2180, -1.0806, -2.9831)  -0.58
H (3.4530, 0.5785, -2.1317)  -0.37
H (2.8860, 0.3302, -3.8200)  0.33
H (2.2599, -0.6700, -2.4839)  -0.03
H (3.8594, -1.8908, -3.3557)  0.32
C (-1.7350, -0.6875, -4.6372)  -0.57
O (-2.3192, -0.3554, -3.3900)  -0.51
H (-0.7077, -1.0377, -4.4763)  0.14
H (-2.3400, -1.4423, -5.1285)  0.30
H (-1.6695, 0.1896, -5.2885)  0.25
H (-1.9163, 0.4748, -3.0464)  0.22
C (3.2771, -3.4304, -0.3121)  -0.58
O (2.3314, -2.6712, 0.4155)  -0.04
H (3.5981, -4.3287, 0.2379)  0.27
H (2.8779, -3.7838, -1.2668)  -0.05
H (4.1801, -2.8422, -0.4571)  0.36
H (1.5389, -3.2364, 0.5731)  0.00
O (-0.2189, 2.0667, 3.8632)  -0.71
H (-0.9735, 1.4684, 3.6971)  0.50
H (-0.0254, 2.4794, 2.9981)  0.25
O (-1.4547, 2.1964, -2.7463)  -0.67
H (-1.8759, 2.9331, -2.2683)  0.30
H (-0.4785, 2.3206, -2.5573)  0.44
C (1.1460, 3.8298, -4.4817)  -1.22
C (1.8380, 3.7766, -3.1350)  -0.22
O (1.2555, 2.7048, -2.3640)  -0.23
H (0.1484, 4.2555, -4.3365)  0.29
H (0.9654, 2.8148, -4.8407)  0.25
H (1.6616, 4.3914, -5.2549)  0.39
H (1.7382, 4.7203, -2.5859)  0.29
H (2.9128, 3.5941, -3.2738)  0.32
H (1.8547, 2.6163, -1.5890)  0.19
C (4.5713, 2.2271, 1.6150)  -0.87
C (4.1827, 2.3151, 0.1467)  -0.42
O (2.7720, 2.5012, 0.0284)  -0.48
H (5.6493, 2.1119, 1.7481)  0.43
H (4.0815, 1.3853, 2.1081)  -0.01
H (4.2541, 3.1244, 2.1534)  0.18
H (4.5053, 1.3882, -0.3365)  0.25
H (4.6982, 3.1462, -0.3282)  0.35
H (2.4054, 1.6217, 0.2868)  0.20
C (-1.8427, -1.0533, 4.5639)  -1.49
C (-2.6185, -0.8664, 3.2880)  0.37
O (-2.4154, 0.4594, 2.7816)  -0.24
H (-0.7825, -0.8570, 4.4271)  0.20
H (-2.0041, -2.0618, 4.9559)  0.43
H (-2.2641, -0.3881, 5.3187)  0.37
H (-3.6923, -1.0827, 3.4297)  0.39
H (-2.3961, -1.6027, 2.4877)  -0.10
H (-3.1309, 0.5816, 2.1013)  0.07
C (-2.1976, 2.9986, 0.8270)  0.31
C (-1.9104, 4.2971, 0.0941)  -0.71
O (-2.6114, 4.3750, -1.1840)  -0.59
H (-1.9592, 2.1248, 0.2159)  -0.18
H (-3.2747, 2.9297, 1.0184)  0.33
H (-1.6545, 2.9455, 1.7702)  0.02
H (-0.8557, 4.4554, -0.1371)  0.14
H (-2.2320, 5.1395, 0.7257)  0.40
H (-3.5566, 4.4203, -0.9955)  0.31
C (3.9550, -2.6733, 3.8509)  -1.45
C (3.4566, -1.3071, 3.3991)  0.95
O (3.9437, -0.3461, 4.3318)  -0.63
H (3.5176, -2.9531, 4.8165)  0.37
H (5.0350, -2.7383, 3.9851)  0.38
H (3.6092, -3.4561, 3.1659)  0.29
H (2.3671, -1.3461, 3.5108)  -0.22
H (3.7785, -1.1819, 2.3626)  -0.01
H (3.3946, 0.4452, 4.2995)  0.34
C (0.3926, -4.7954, -2.4894)  -0.35
C (-0.4898, -4.6899, -3.7091)  -0.13
O (-0.0796, -5.7316, -4.6064)  -0.56
H (0.0967, -5.6518, -1.8813)  0.26
H (0.4213, -3.8790, -1.8977)  -0.29
H (1.4212, -4.9614, -2.8107)  0.32
H (-0.2988, -3.7273, -4.2013)  0.14
H (-1.5605, -4.7315, -3.5032)  0.25
H (-0.5671, -5.5906, -5.4275)  0.30
C (-6.4106, 0.3750, 2.0030)  -1.22
C (-5.6578, 0.8380, 0.7835)  -0.11
O (-4.3203, 0.3123, 0.8032)  -0.21
H (-5.8951, 0.7065, 2.9121)  0.24
H (-6.4591, -0.7139, 2.0882)  0.31
H (-7.4390, 0.7374, 2.0827)  0.37
H (-5.6274, 1.9304, 0.7208)  0.23
H (-6.1118, 0.4856, -0.1522)  0.34
H (-4.1639, -0.2991, 0.0274)  0.19
C (-0.2070, -0.2800, -0.5672)  1.30
C (0.3997, 0.1499, 0.7633)  0.98
O (1.8333, 0.0573, 0.7407)  0.30
H (-0.0154, -1.3466, -0.7091)  -0.65
H (0.2346, 0.2676, -1.3959)  -0.48
H (-1.2847, -0.1112, -0.5132)  -0.25
H (-0.0222, -0.4480, 1.5726)  -0.06
H (0.1717, 1.1993, 0.9484)  -0.50
H (2.0733, -0.8952, 0.7305)  -0.16

For the total energy, the calculation gives -56804.5239 eV. The strongest force on any atom is 1.47 eV Å⁻¹. The highest occupied orbital energy is -9.778 eV.

***

| no. | gap between HOMO and LUMO (eV) |
| --- | --- |
| 1 | 7.16 |
| 2 | 7.81 |
| 3 | 10.04 |